No. 1
Molecular formula: C12H17CuO4
Method: DFT, ωB97M-V/def2-TZVPD

For the HOMO energy (spin up / spin down), the calculation gives -11.55 / -11.51 eV. Its expectation value of S² is 0.75.

ORCA input file:
```
! wB97M-V def2-TZVPD RIJCOSX def2/J DEFGRID3
* xyz 1 2
Cu -0.58274 -0.63958 -0.00614
C 3.55814 -0.12863 0.09285
C 2.10886 0.26110 0.05120
O 1.30141 -0.71301 0.06844
C 1.70897 1.63135 0.00057
C 2.71054 2.64016 0.01232
C 2.39512 3.96334 -0.02597
C 1.03745 4.33784 -0.07951
C 0.04310 3.39877 -0.09479
C 0.34366 2.02290 -0.05694
O -0.67512 1.19441 -0.08528
H 3.63941 -1.21105 0.10818
H 4.03647 0.28179 0.98325
H 4.08363 0.26128 -0.77944
H 3.75140 2.35105 0.05430
H 3.17203 4.71456 -0.01501
H 0.77315 5.38769 -0.10869
H -1.00146 3.67890 -0.13535
C -3.41266 0.19480 -0.65964
O -2.62801 -0.83110 -0.00887
C -3.01046 -2.16093 -0.38405
C -2.09584 -3.07974 0.36008
O -0.75788 -2.68902 0.01065
C 0.25053 -3.47743 0.68083
H -4.45912 0.04872 -0.39888
H -3.28370 0.13388 -1.74040
H -3.05637 1.14838 -0.29362
H -2.89471 -2.28251 -1.46436
H -4.04988 -2.34059 -0.10917
H -2.26448 -4.11748 0.07306
H -2.23260 -2.97438 1.43936
H 0.08925 -4.52673 0.44172
H 0.18852 -3.32768 1.75903
H 1.21339 -3.15106 0.31024
*
```

No. 2
Molecular formula: C12H17FN4O5STl
Method: DFT, ωB97M-V/def2-TZVPD

For the HOMO energy, the calculation gives -18.20 eV.

ORCA input file:
```
! wB97M-V def2-TZVPD RIJCOSX def2/J DEFGRID3
* xyz 3 1
C -0.57499 2.27352 1.67390
C -0.77878 0.79582 0.91652
F -2.23744 0.57607 0.72192
C 0.01558 0.76555 -0.51300
C -0.78422 1.09944 -1.91526
C -1.44782 2.62959 -1.92125
O -2.89956 2.54699 -1.54987
N -3.58855 2.38166 -2.70969
O -4.54281 1.66746 -2.42868
C 0.52980 0.86075 -2.91999
O 0.58546 1.42677 -4.12766
O 1.53709 -0.00597 -2.22232
C 0.99470 -0.48533 -0.90757
C 0.21259 -1.86957 -1.42612
N -1.18566 -2.00214 -0.85642
C 2.10584 -1.05566 0.14869
C 2.72683 0.03481 1.19392
S 3.07408 -0.59802 2.92077
C 1.97850 -2.03787 3.39932
N 0.49431 -2.09023 3.03892
N -0.12415 -3.27439 3.45741
C 1.03693 -4.00188 4.11661
O 2.32408 -3.28691 4.10980
H -1.06984 3.15170 1.05623
H -1.09319 2.19236 2.74588
H 0.55760 2.51259 1.87157
H -0.33368 0.00031 1.65435
H 0.80088 1.65299 -0.37330
H -1.73529 0.43502 -2.09341
H -0.85725 3.39235 -1.25883
H -1.43591 3.08128 -3.02617
H 0.81007 -2.85177 -1.17699
H 0.09246 -1.87253 -2.61379
H -1.70509 -2.61033 -1.55115
H -1.09920 -2.62583 0.00119
H 3.02188 -1.44393 -0.51143
H 1.64760 -2.01312 0.64499
H 3.76810 0.38982 0.72977
H 2.09590 1.02744 1.31561
H 0.96722 -5.08795 4.59790
Tl -3.88410 4.31913 -4.21236
*
```

No. 3
Molecular formula: C12H17N
Method: DFT, ωB97M-V/def2-TZVPD

As for the SMILES: Cc1c[nH]c2ccccc12.CCC. For the HOMO energy, the calculation gives -7.92 eV.

ORCA input file:
```
! wB97M-V def2-TZVPD RIJCOSX def2/J DEFGRID3
* xyz 0 1
C 3.42794 -0.50097 1.49621
C 2.11248 -0.84684 0.85486
C 1.21333 -1.77697 1.25910
N 0.23451 -1.94903 0.29266
C 0.48268 -1.06650 -0.72411
C -0.22056 -0.84450 -1.90440
C 0.32201 0.01567 -2.83945
C 1.52562 0.68721 -2.57319
C 2.20632 0.49499 -1.39002
C 1.68013 -0.38127 -0.43909
H 4.01933 0.12024 0.82459
H 4.02404 -1.37015 1.77475
H 3.28155 0.08511 2.40272
H 1.20427 -2.36547 2.16176
H -0.69446 -2.28132 0.48816
H -1.19511 -1.28397 -2.08411
H -0.21681 0.16936 -3.76731
H 1.94603 1.29552 -3.36523
H 3.17317 0.96019 -1.22973
C -3.34283 1.55147 -0.06567
C -2.71647 0.36719 0.66922
C -1.78152 0.85487 1.76417
H -2.55652 2.04037 -0.63946
H -3.81436 2.25835 0.61749
H -4.13602 1.21681 -0.73884
H -3.47682 -0.30760 1.07183
H -2.15979 -0.17923 -0.09368
H -2.29834 1.09233 2.69825
H -0.96426 0.16913 2.01853
H -1.27954 1.77500 1.46001
*
```

No. 4
Molecular formula: C12H17N
Method: DFT, ωB97M-V/def2-TZVPD

As for the SMILES: Cc1c[nH]c2ccccc12.CCC. For the HOMO energy, the calculation gives -7.58 eV.

ORCA input file:
```
! wB97M-V def2-TZVPD RIJCOSX def2/J DEFGRID3
* xyz 0 1
C 4.09216 -1.05459 0.49096
C 2.60625 -1.16767 0.67129
C 1.81743 -2.19933 1.12179
N 0.57911 -1.73632 1.44074
C 0.65549 -0.28926 1.26677
C -0.38177 0.45241 1.58657
C -0.29189 1.84893 1.04515
C 0.85613 2.17482 0.34193
C 1.95450 1.38887 0.17089
C 1.86842 0.04982 0.66705
H 4.49367 -0.27739 1.03935
H 4.22516 -0.78655 -0.68621
H 4.69924 -1.98508 0.67102
H 2.19715 -3.13926 1.23774
H 0.11961 -2.13631 2.13391
H -1.27822 0.28512 2.05743
H -1.15373 2.40924 1.13646
H 0.98778 3.28177 0.06890
H 2.89484 1.71927 -0.26927
C -2.45079 -0.76192 -0.56023
C -2.29753 0.32926 -1.61379
C -3.59228 0.79906 -2.21772
H -2.76839 -1.70767 -1.05319
H -1.51532 -0.95310 -0.04124
H -3.23679 -0.68668 0.21323
H -1.45599 0.07865 -2.37076
H -1.72455 1.22696 -1.34455
H -4.51444 0.19177 -2.18707
H -3.51907 1.00521 -3.27563
H -3.86620 1.63997 -1.74153
*
```

No. 5
Molecular formula: C12H17N
Method: DFT, ωB97M-V/def2-TZVPD

As for the SMILES: CCc1c[nH]c2ccccc12.CC. For the HOMO energy, the calculation gives -7.78 eV.

ORCA input file:
```
! wB97M-V def2-TZVPD RIJCOSX def2/J DEFGRID3
* xyz 0 1
C -1.61513 1.37688 2.11391
C -0.59419 1.94836 1.13342
C 0.00173 0.93846 0.19028
C 0.93556 0.02261 0.47715
N 1.62298 -0.37682 -0.62013
C 0.96221 0.24638 -1.69745
C 1.27475 0.21170 -3.07907
C 0.56085 1.10136 -3.82616
C -0.36316 2.10069 -3.39304
C -0.71259 2.00549 -2.08284
C -0.08046 1.08819 -1.26785
H -2.53486 1.03425 1.54889
H -1.93250 2.18488 2.96000
H -1.24417 0.55976 2.76384
H -1.03328 2.82061 0.64092
H 0.30383 2.40618 1.67955
H 1.29010 -0.38575 1.33837
H 2.20325 -1.20527 -0.62737
H 2.02307 -0.39804 -3.41224
H 0.83874 1.16960 -4.84418
H -0.85495 2.67253 -4.14848
H -1.40164 2.72117 -1.54049
C -0.42059 -3.38449 1.49701
C 0.50295 -2.60414 2.44709
H -1.19848 -4.16010 1.97896
H -0.93156 -2.68663 0.83777
H 0.02736 -4.08097 0.81718
H 1.35954 -2.28322 1.85487
H 0.93868 -3.24346 3.28773
H 0.07194 -1.80021 2.97236
*
```

No. 6
Molecular formula: C12H17N
Method: DFT, ωB97M-V/def2-TZVPD

As for the SMILES: Cc1c[nH]c2ccccc12.CCC. For the HOMO energy, the calculation gives -8.00 eV.

ORCA input file:
```
! wB97M-V def2-TZVPD RIJCOSX def2/J DEFGRID3
* xyz 0 1
C -1.53696 -1.43957 0.00389
C -0.76501 -0.67145 0.91450
C -1.19078 -0.00712 1.96845
N -0.09659 0.60351 2.64961
C 1.14018 0.05938 2.22284
C 2.36311 0.11929 2.79947
C 3.42528 -0.45153 2.02843
C 3.13942 -0.98447 0.79098
C 1.85004 -1.01686 0.20748
C 0.75633 -0.54588 0.91400
H -2.71721 -1.27422 0.09522
H -1.24111 -2.41066 0.06519
H -1.63672 -1.08169 -1.04624
H -2.28318 0.29740 2.14192
H -0.19857 0.82036 3.64998
H 2.57266 0.42619 3.76887
H 4.48315 -0.72250 2.37062
H 3.94130 -1.51365 0.26173
H 1.70957 -1.24604 -0.90552
C -0.09174 0.60642 -2.55051
C -1.17400 1.57859 -1.82613
C -2.51147 1.07178 -2.25489
H 0.45864 -0.22827 -2.14829
H 0.78005 1.09004 -2.90276
H -0.54881 0.09907 -3.52478
H -0.91518 1.43452 -0.83428
H -0.85895 2.73650 -1.91187
H -2.99984 1.49654 -3.17774
H -2.55901 -0.08116 -2.32899
H -3.29460 1.23547 -1.44118
*
```

No. 7
Molecular formula: C12H17N
Method: DFT, ωB97M-V/def2-TZVPD

As for the SMILES: Cc1c[nH]c2ccccc12.CCC. For the HOMO energy, the calculation gives -7.99 eV.

ORCA input file:
```
! wB97M-V def2-TZVPD RIJCOSX def2/J DEFGRID3
* xyz 0 1
C -1.79275 1.28491 2.00884
C -1.52836 0.06803 1.11295
C -1.78468 -1.21705 1.40773
N -1.25569 -2.07273 0.41189
C -0.79625 -1.25296 -0.59457
C -0.40494 -1.60243 -1.88485
C -0.03630 -0.56828 -2.73105
C -0.05273 0.75052 -2.31290
C -0.36690 1.15908 -1.00036
C -0.90359 0.11178 -0.20431
H -2.22536 1.09440 2.98005
H -2.59667 1.84711 1.38075
H -0.95275 2.02493 2.04417
H -2.17851 -1.69227 2.28236
H -1.78191 -2.89465 0.15946
H -0.32129 -2.65998 -2.14207
H 0.16059 -0.78963 -3.76807
H 0.09081 1.59537 -2.95004
H -0.53996 2.16188 -0.59028
C 1.91766 1.12710 2.07613
C 2.25552 1.19869 0.57039
C 3.28181 0.23829 -0.03609
H 2.74832 1.24301 2.76631
H 1.37054 0.17069 2.33200
H 1.16159 1.87606 2.29554
H 1.28224 1.03757 0.06013
H 2.58569 2.22074 0.45260
H 3.09242 -0.03234 -1.06585
H 4.30056 0.64866 -0.02499
H 3.12177 -0.67368 0.55717
*
```

No. 8
Molecular formula: C12H17N
Method: DFT, ωB97M-V/def2-TZVPD

As for the SMILES: CCc1c[nH]c2ccccc12.CC. For the HOMO energy, the calculation gives -7.86 eV.

ORCA input file:
```
! wB97M-V def2-TZVPD RIJCOSX def2/J DEFGRID3
* xyz 0 1
C -3.25830 -0.48940 -0.73550
C -2.62951 0.25006 0.46514
C -1.27286 0.80480 0.13371
C -0.95618 2.11968 0.36075
N 0.26011 2.43910 -0.24963
C 0.82424 1.29399 -0.73712
C 1.96316 1.08066 -1.55004
C 2.15400 -0.22330 -1.96416
C 1.29510 -1.30286 -1.65387
C 0.10324 -1.05299 -0.99326
C -0.13657 0.27922 -0.62388
H -2.56720 -1.07896 -1.31929
H -3.80225 0.16682 -1.41201
H -4.00639 -1.21590 -0.39273
H -3.26867 1.11302 0.64197
H -2.55827 -0.38564 1.34797
H -1.44706 2.95426 0.83630
H 0.81004 3.23015 0.06457
H 2.48851 1.93233 -1.95690
H 3.04337 -0.44173 -2.54488
H 1.52027 -2.28407 -2.04714
H -0.49941 -1.86725 -0.62464
C 1.58216 -2.64545 2.97720
C 0.70595 -1.39454 2.82876
H 2.50534 -2.50646 3.55630
H 1.06735 -3.43088 3.51940
H 1.98589 -3.02896 2.03791
H 0.21710 -1.07933 3.74980
H -0.09446 -1.72045 2.16529
H 1.28496 -0.58603 2.39621
*
```

No. 9
Molecular formula: C12H17N
Method: DFT, ωB97M-V/def2-TZVPD

For the HOMO energy (spin up / spin down), the calculation gives -13.07 / -13.07 eV. Its expectation value of S² is 0.77.

ORCA input file:
```
! wB97M-V def2-TZVPD RIJCOSX def2/J DEFGRID3
* xyz 1 2
C -1.27097 -3.53255 2.29835
C -2.32441 -2.85417 1.46654
C 0.11159 -3.93410 1.74012
H -1.10856 -2.83544 3.14428
H -1.59355 -4.36725 2.92820
H -2.76984 -1.92961 1.83479
H -0.05474 -4.72660 1.01064
H -3.09650 -3.56911 1.18472
H -1.87220 -2.44484 0.54282
H 0.59452 -3.04801 1.33835
H 0.72115 -4.32673 2.54404
C 2.83798 -0.22506 -1.33912
C 0.13699 1.95264 -0.07398
C 0.55562 0.99541 -0.98820
C 1.88783 0.65262 -0.62861
C 2.20347 1.33362 0.55588
C -2.03520 2.00164 -1.01718
C -1.12617 2.47470 -0.07235
C -1.59184 1.06051 -1.96722
C -0.27966 0.59016 -2.05389
N 1.18724 2.18395 0.86419
H -3.00132 2.48094 -1.02220
H -1.38161 3.29118 0.59437
H -2.34434 0.58950 -2.58396
H 0.04302 -0.00458 -2.89282
H 0.94234 2.48425 1.79926
H 3.09115 1.45154 1.15715
H 3.12201 -1.13732 -0.81409
H 3.80022 0.29639 -1.43282
H 2.49807 -0.40957 -2.35487
*
```

No. 10
Molecular formula: C12H17N
Method: DFT, ωB97M-V/def2-TZVPD

For the HOMO energy (spin up / spin down), the calculation gives -13.32 / -13.24 eV. Its expectation value of S² is 0.77.

ORCA input file:
```
! wB97M-V def2-TZVPD RIJCOSX def2/J DEFGRID3
* xyz 1 2
C -0.06179 -3.01551 -0.17910
C 0.98682 -3.45218 -1.19103
C -1.57732 -3.21835 -0.43450
H 0.07380 -2.01340 -0.05987
H 0.18413 -3.52121 0.82761
H 0.87781 -3.00942 -2.19774
H 1.99339 -3.18768 -0.88915
H -2.00595 -3.73933 0.41285
H 1.01115 -4.58224 -1.24432
H -1.65927 -3.94650 -1.23189
H -2.12107 -2.31079 -0.69071
C -1.50938 2.87446 2.28557
C 1.29571 1.85736 -0.02607
C -0.09328 1.73633 0.40700
C -0.21270 2.39667 1.71908
C 1.06071 2.78474 2.10709
C 1.65554 1.33327 -1.26246
C 0.72637 0.73327 -2.09973
C -0.66775 0.74741 -1.63184
C -1.06514 1.22149 -0.43309
N 1.99891 2.38181 1.14017
H 2.69072 1.53624 -1.64794
H 0.91096 0.32162 -3.10176
H 2.98216 2.49918 1.18044
H -1.39013 0.23851 -2.34096
H 1.29597 3.40779 2.97751
H -1.99742 0.98070 0.17429
H -1.58771 2.35018 3.34009
H -2.31312 2.64545 1.66434
H -1.48211 3.95012 2.42611
*
```

No. 11
Molecular formula: C12H17N2
Method: DFT, ωB97M-V/def2-TZVPD

As for the SMILES: C=C[C@](N)([NH3+])[C@@H]1CCc2ccccc21. For the HOMO energy, the calculation gives -12.26 eV.

ORCA input file:
```
! wB97M-V def2-TZVPD RIJCOSX def2/J DEFGRID3
* xyz 1 1
C 1.07484 2.35519 -0.32086
C 1.78974 1.49291 0.31369
C 1.79497 0.05358 0.02063
N 2.96807 -0.71729 0.18037
N 1.24048 -0.12720 -1.39570
C 0.48458 -0.68770 0.89829
C 0.31778 -2.16235 0.47667
C -0.99584 -2.20524 -0.31917
C -1.54126 -0.82331 -0.20654
C -2.69815 -0.31131 -0.74015
C -3.03722 1.02869 -0.45127
C -2.49416 1.73925 0.62406
C -1.22190 1.25240 1.14537
C -0.78450 -0.01698 0.65678
H 1.19093 3.29722 0.18891
H 0.50986 2.16320 -1.22405
H 2.30258 1.74055 1.18510
H 3.08166 -1.55122 0.79173
H 3.67787 -0.04151 0.40281
H 2.01944 0.21913 -1.96471
H 0.48248 0.67040 -1.47184
H 0.91382 -1.10059 -1.54307
H 0.72571 -0.68413 1.96954
H 0.25345 -2.74101 1.36727
H 1.19036 -2.45953 -0.00761
H -1.73632 -2.83499 0.24133
H -0.91063 -2.68717 -1.28791
H -3.24146 -0.86557 -1.52102
H -3.85491 1.43854 -0.97021
H -2.77889 2.78401 0.95186
H -0.72340 1.78207 2.00971
*
```

No. 12
Molecular formula: C12H17NO
Method: DFT, ωB97M-V/def2-TZVPD

For the HOMO energy (spin up / spin down), the calculation gives -12.32 / -12.32 eV. Its expectation value of S² is 0.78.

ORCA input file:
```
! wB97M-V def2-TZVPD RIJCOSX def2/J DEFGRID3
* xyz 1 2
C 1.23662 -1.43080 -1.44505
C 1.28512 -2.90921 -1.80302
C 1.51191 -1.14983 -0.01592
C 2.77000 -1.05832 0.63838
C 0.54649 -1.11665 1.00774
C 1.22306 -1.00756 2.23295
C -0.86041 -1.23075 0.96340
C 0.53973 -0.90186 3.41669
C -1.56029 -1.08172 2.13772
C -0.85329 -0.87612 3.33936
N 2.60245 -1.10165 1.95252
H 1.92060 -0.81224 -2.03793
H 0.28076 -1.03812 -1.75531
H 2.12753 -3.47067 -1.38480
H 3.76609 -0.92570 0.23877
H 3.29318 -0.66574 2.55210
H -1.29818 -1.53095 0.01725
H 1.03106 -1.14442 4.35455
H -2.63804 -1.15319 2.14218
H -1.46136 -0.99783 4.23002
H 1.31053 -3.09197 -2.87103
H 0.41624 -3.40618 -1.37510
C -1.69147 3.20900 -1.25095
C -1.81399 3.54768 -2.74815
O -2.67282 3.85844 -0.44746
H -1.84685 2.13953 -1.11554
H -0.71358 3.52928 -0.88006
H -0.85884 3.79703 -3.18906
H -2.79412 4.74224 -0.80389
H -2.41018 4.46665 -2.81552
H -2.38796 2.81161 -3.28486
*
```